# 1
C35H22F12NO2Re | ωB97M-V/def2-TZVPD

The geometry in ORCA input format:
```
! wB97M-V def2-TZVPD RIJCOSX def2/J DEFGRID3
* xyz 0 1
Re -1.029 -0.762 0.575
C 1.232 0.676 -5.973
C 0.868 0.760 -4.521
C 1.721 1.340 -3.593
C 1.355 1.409 -2.264
C 0.130 0.909 -1.831
N -0.180 1.000 -0.418
C -0.401 2.306 0.164
C -0.224 3.420 -0.655
C -0.295 4.713 -0.174
C -0.532 4.943 1.168
C -0.582 6.325 1.747
C -0.787 3.838 1.967
C -0.794 2.520 1.507
C -1.342 1.488 2.516
O -1.715 0.262 1.994
C -0.331 1.213 3.662
F 0.082 2.339 4.266
F 0.757 0.602 3.190
F -0.866 0.429 4.599
C -2.695 1.993 3.127
F -3.469 2.489 2.155
F -3.357 0.992 3.700
F -2.558 2.945 4.067
C -0.716 0.256 -2.737
C -0.330 0.223 -4.074
C -1.987 -0.439 -2.247
O -1.749 -1.262 -1.159
C -3.099 0.628 -1.957
F -3.043 1.062 -0.690
F -4.337 0.163 -2.153
F -2.957 1.707 -2.749
C -2.560 -1.436 -3.294
F -1.614 -2.285 -3.715
F -3.539 -2.173 -2.778
F -3.064 -0.810 -4.381
H 2.098 1.297 -6.197
H 0.405 1.005 -6.603
H 1.471 -0.350 -6.254
H 2.673 1.746 -3.910
H 2.014 1.873 -1.548
H -0.014 3.278 -1.701
H -0.142 5.540 -0.854
H -0.224 7.064 1.032
H 0.029 6.396 2.646
H -1.604 6.590 2.022
H -1.023 4.025 3.001
H -0.966 -0.243 -4.809
C 0.582 -0.018 0.334
C 2.030 -0.049 0.502
C 2.678 -1.282 0.540
C 4.044 -1.335 0.765
C 4.767 -0.169 0.967
C 4.123 1.060 0.948
C 2.760 1.124 0.719
H 2.102 -2.187 0.396
H 4.544 -2.294 0.785
H 5.833 -0.217 1.147
H 4.684 1.968 1.122
H 2.254 2.082 0.728
C -0.721 -2.680 1.005
C -0.510 -3.841 1.324
C -0.266 -5.200 1.668
C 0.266 -5.514 2.924
C 0.493 -6.834 3.271
C 0.210 -7.853 2.371
C -0.308 -7.545 1.122
C -0.555 -6.230 0.771
H 0.493 -4.716 3.616
H 0.897 -7.067 4.247
H 0.393 -8.884 2.643
H -0.531 -8.335 0.418
H -0.972 -5.989 -0.196
*
```

LUMO level (alpha / beta), eV: -0.908 / -0.874
Orbital gap (alpha / beta), hartree: 0.2377 / 0.2426
Energy above the lowest of the compared OMol25 structures with the same formula, charge and spin, kJ/mol: 0.0
Electronic energy, hartree: -2828.82495
HOMO energy (alpha / beta), eV: -7.38 / -7.48

=====

# 2
C35H22F6GeMoN4O8Se | ωB97M-V/def2-TZVPD

The geometry in ORCA input format:
```
! wB97M-V def2-TZVPD RIJCOSX def2/J DEFGRID3
* xyz 1 2
Mo 0.275 -0.148 0.217
O -2.415 4.495 -2.207
C -1.978 4.814 -1.011
O -2.147 5.889 -0.506
C -1.241 3.755 -0.231
C -0.742 3.954 1.046
N -0.165 2.810 1.448
N -0.265 1.848 0.508
C -0.914 2.421 -0.530
C -1.263 1.507 -1.641
O -1.833 1.878 -2.652
O -0.935 0.290 -1.369
H -2.250 3.569 -2.510
H -0.794 4.840 1.648
H 0.225 2.616 2.364
F 1.874 1.362 -5.834
C 1.790 0.058 -5.576
C 1.287 -0.359 -4.397
N 1.215 -1.681 -4.070
C 0.549 -2.112 -2.869
C 1.029 -1.488 -1.569
O 1.576 -0.367 -1.528
O 0.725 -2.077 -0.497
C 1.693 -2.674 -4.944
O 1.637 -3.842 -4.657
N 2.189 -2.201 -6.127
C 2.246 -0.884 -6.605
O 2.619 -0.627 -7.713
H 0.915 0.351 -3.673
H 0.635 -3.201 -2.797
H -0.522 -1.845 -2.908
H 2.497 -2.920 -6.778
C -3.548 -4.010 -2.692
C -3.634 -2.627 -2.751
C -3.126 -1.854 -1.722
C -2.547 -2.463 -0.609
C -2.466 -3.854 -0.555
C -2.967 -4.621 -1.591
Ge -1.881 -1.411 0.926
C -3.072 0.050 1.566
C -2.627 0.893 2.587
C -3.466 1.852 3.122
C -4.765 1.975 2.651
C -5.218 1.136 1.647
C -4.373 0.190 1.094
C -1.277 -2.521 2.460
C -0.221 -3.420 2.307
C 0.202 -4.186 3.379
C -0.403 -4.038 4.619
C -1.459 -3.153 4.774
C -1.893 -2.391 3.703
H -3.926 -4.610 -3.506
H -4.098 -2.149 -3.601
H -3.182 -0.773 -1.782
H -2.032 -4.327 0.316
H -2.907 -5.696 -1.538
H -1.623 0.760 2.990
H -3.118 2.495 3.917
H -5.421 2.719 3.072
H -6.236 1.211 1.299
H -4.729 -0.468 0.314
H 0.270 -3.518 1.342
H 1.009 -4.892 3.251
H -0.044 -4.602 5.467
H -1.944 -3.046 5.733
H -2.725 -1.707 3.818
F 5.858 3.204 3.277
C 4.757 2.511 3.046
C 3.710 2.535 3.970
F 3.793 3.284 5.059
C 2.584 1.758 3.735
F 1.548 1.763 4.581
C 2.465 0.979 2.591
Se 1.071 -0.338 2.430
C 3.496 1.008 1.660
F 3.350 0.275 0.540
C 4.643 1.761 1.872
F 5.619 1.767 0.977
*
```

LUMO level (alpha / beta), eV: -6.268 / -5.630
Orbital gap (alpha / beta), hartree: 0.1822 / 0.2056
Energy above the lowest of the compared OMol25 structures with the same formula, charge and spin, kJ/mol: 131.5
Electronic energy, hartree: -7313.45749
HOMO energy (alpha / beta), eV: -11.23 / -11.23
Expectation value of S²: 0.815